(1)
Entry from OMol25: 2 unconnected molecules or ions with the total composition C2H6OS2 (ωB97M-V with the def2-TZVPD basis set).

2S+1 = 1
ΔE to the lowest compared entry with this formula, charge and spin = 1.063 eV
Frontier orbital gap = 8.90 eV
Structure (SMILES) = C=O.CSS
Total charge = 0

Geometry (Å):
C1 -0.824 -1.198 -2.758
O1 -0.064 -2.053 -2.271
H1 -0.456 -0.744 -3.695
H2 -1.781 -0.796 -2.389
C2 0.089 0.683 2.302
S1 0.684 2.009 1.317
S2 1.839 0.794 0.099
H3 0.016 -0.284 1.835
H4 0.658 0.568 3.255
H5 -0.926 1.057 2.422
H6 0.767 -0.037 -0.118

=====

(2)
Entry from OMol25: 2 unconnected molecules or ions with the total composition C2H6OS2 (ωB97M-V with the def2-TZVPD basis set).

2S+1 = 1
ΔE to the lowest compared entry with this formula, charge and spin = 0.833 eV
Frontier orbital gap = 9.36 eV
Structure (SMILES) = C=CO.SS
Total charge = 0

Geometry (Å):
C1 0.125 -3.124 -1.291
C2 1.169 -2.316 -1.419
O1 2.480 -2.679 -1.465
H1 -0.866 -2.691 -1.277
H2 0.096 -4.203 -1.235
H3 1.017 -1.238 -1.337
H4 2.899 -2.172 -2.161
S1 -0.473 1.149 0.422
S2 -1.322 2.727 1.511
H5 -1.686 0.611 0.191
H6 -0.644 2.668 2.697

=====

(3)
Entry from OMol25: a single C2H6P2 molecule (ωB97M-V with the def2-TZVPD basis set).

2S+1 = 1
ΔE to the lowest compared entry with this formula, charge and spin = 0.501 eV
Frontier orbital gap = 8.88 eV
Structure (SMILES) = CC=P#[PH2]
Total charge = 0

Geometry (Å):
C1 1.707 -0.032 0.030
C2 0.219 0.227 0.197
P1 -0.870 -1.042 -0.094
P2 -2.586 0.367 -0.024
H1 2.093 -0.470 0.876
H2 2.362 0.931 0.073
H3 1.989 -0.662 -0.710
H4 -0.074 1.239 0.475
H5 -2.432 0.518 1.292
H6 -3.615 -0.738 0.214

=====

(4)
Entry from OMol25: a single C2H6P2S molecule (ωB97M-V with the def2-TZVPD basis set).

2S+1 = 1
ΔE to the lowest compared entry with this formula, charge and spin = 1.390 eV
Frontier orbital gap = 7.57 eV
Structure (SMILES) = C=[PH]=PSC
Total charge = 0

Geometry (Å):
C1 2.433 -1.557 -0.486
P1 0.842 -1.128 -0.184
P2 -0.053 -0.174 1.426
S1 -2.033 -0.028 0.740
C2 -1.855 1.773 0.329
H1 3.396 -1.260 0.043
H2 2.611 -2.373 -1.201
H3 0.278 -1.614 -1.368
H4 -1.145 1.900 -0.453
H5 -1.587 2.278 1.235
H6 -2.887 2.183 -0.081

=====

(5)
Entry from OMol25: a gas-phase ion, C2H6PS3 (charge +1) (ωB97M-V with the def2-TZVPD basis set).

2S+1 = 1
ΔE to the lowest compared entry with this formula, charge and spin = 1.846 eV
Frontier orbital gap = 7.47 eV
Total charge = +1

Geometry (Å):
C1 0.991 0.367 1.409
C2 0.853 0.510 -1.043
P1 -0.635 0.177 0.064
S1 2.173 0.855 0.258
S2 -2.020 -0.012 -1.668
S3 -1.092 -1.612 1.097
H1 -1.107 1.460 0.306
H2 1.188 0.168 2.436
H3 1.082 -0.394 -1.527
H4 0.713 1.256 -1.826
H5 -1.985 -1.318 -1.576
H6 -0.162 -1.457 2.072

=====

(6)
Entry from OMol25: a single C2H6S molecule (ωB97M-V with the def2-TZVPD basis set).

2S+1 = 1
ΔE to the lowest compared entry with this formula, charge and spin = 0.348 eV
Frontier orbital gap = 9.73 eV
Structure (SMILES) = CSC
Total charge = 0

Geometry (Å):
C1 -0.478 -0.507 -1.286
S1 -1.013 -0.198 0.424
C2 0.477 0.513 1.232
H1 -0.076 0.401 -1.863
H2 0.218 -1.344 -1.280
H3 -1.406 -0.778 -1.684
H4 0.821 1.529 0.857
H5 0.115 0.535 2.301
H6 1.342 -0.151 1.298

=====

(7)
Entry from OMol25: 2 unconnected molecules or ions with the total composition C2H6S2 (ωB97M-V with the def2-TZVPD basis set).

2S+1 = 1
ΔE to the lowest compared entry with this formula, charge and spin = 4.135 eV
Frontier orbital gap = 5.38 eV
Total charge = 0

Geometry (Å):
C1 -1.448 0.285 -0.334
S1 1.115 -0.600 -1.349
S2 -1.260 0.135 1.422
C2 1.420 -0.163 0.328
H1 1.272 0.850 0.537
H2 -0.857 1.082 -0.658
H3 -1.101 -0.681 -0.827
H4 0.915 -0.845 1.028
H5 -2.529 0.385 -0.507
H6 2.473 -0.447 0.360

=====

(8)
Entry from OMol25: 2 unconnected molecules or ions with the total composition C2H6S2 (ωB97M-V with the def2-TZVPD basis set).

2S+1 = 1
ΔE to the lowest compared entry with this formula, charge and spin = 2.042 eV
Frontier orbital gap = 8.58 eV
Structure (SMILES) = C=C.SS
Total charge = 0

Geometry (Å):
C1 -0.549 -1.680 -0.331
C2 0.272 -1.294 0.710
H1 -0.268 -1.565 -1.380
H2 -1.363 -2.280 -0.131
H3 1.157 -0.699 0.676
H4 0.010 -1.419 1.678
S1 0.238 3.546 -0.206
S2 -0.562 1.767 -1.161
H5 0.997 2.975 0.792
H6 0.067 0.648 -0.647

=====

(9)
Entry from OMol25: a molecular structure, C2H6S3 (ωB97M-V with the def2-TZVPD basis set).

2S+1 = 1
ΔE to the lowest compared entry with this formula, charge and spin = 1.511 eV
Frontier orbital gap = 7.40 eV
Total charge = 0

Geometry (Å):
C1 0.927 0.896 -2.184
C2 -0.560 -0.092 -0.109
H1 -1.395 -0.593 2.809
H2 -0.537 -1.798 4.080
H3 1.369 1.648 -1.525
H4 0.890 1.300 -3.198
H5 1.539 -0.009 -2.191
H6 0.483 -0.115 0.213
S1 -0.183 -1.162 2.955
S2 -0.780 0.529 -1.708
S3 -1.753 -0.604 0.858

=====

(10)
Entry from OMol25: a molecular structure, C2H7AsBeO7P2S4 (ωB97M-V with the def2-TZVPD basis set).

2S+1 = 1
ΔE to the lowest compared entry with this formula, charge and spin = 0.081 eV
Frontier orbital gap = 5.16 eV
Total charge = -2

Geometry (Å):
Be1 -0.081 -0.145 0.891
S1 1.713 3.529 2.328
As1 -0.042 2.343 2.153
S2 0.289 0.254 2.860
S3 -0.346 1.727 -0.015
S4 -1.842 3.162 2.926
C1 0.514 -4.123 -0.096
C2 -0.243 -3.107 -0.938
O1 -0.519 -3.690 -2.225
P1 0.788 -1.636 -1.213
O2 -0.007 -0.650 -2.151
O3 1.966 -2.189 -2.138
O4 1.283 -1.028 0.049
P2 -1.750 -2.533 -0.018
O5 -2.715 -2.303 -1.323
O6 -2.333 -3.576 0.847
O7 -1.347 -1.175 0.485
H1 1.421 -4.446 -0.612
H2 -0.137 -4.979 0.081
H3 0.793 -3.694 0.866
H4 -1.363 -3.312 -2.511
H5 -0.302 0.148 -1.638
H6 1.588 -2.799 -2.789
H7 -3.631 -2.477 -1.087

=====

(11)
Entry from OMol25: a single C2H7BO2 molecule (ωB97M-V with the def2-TZVPD basis set).

2S+1 = 1
ΔE to the lowest compared entry with this formula, charge and spin = 1.462 eV
Frontier orbital gap = 11.53 eV
Structure (SMILES) = COBOC
Total charge = 0

Geometry (Å):
C1 -0.994 -0.083 1.811
O1 -0.339 -1.173 1.319
B1 0.189 -0.897 0.040
O2 -0.081 0.274 -0.730
C2 0.853 0.649 -1.763
H1 -0.377 0.851 2.074
H2 -1.450 -0.370 2.752
H3 -1.780 0.152 1.094
H4 0.784 -1.839 -0.336
H5 0.290 1.337 -2.467
H6 1.647 1.228 -1.390
H7 1.258 -0.129 -2.402

=====

(12)
Entry from OMol25: a single C2H7BO3 molecule (ωB97M-V with the def2-TZVPD basis set).

2S+1 = 1
ΔE to the lowest compared entry with this formula, charge and spin = 0.118 eV
Frontier orbital gap = 11.51 eV
Structure (SMILES) = CCOB(O)O
Total charge = 0

Geometry (Å):
C1 1.755 1.225 0.049
C2 0.750 0.135 -0.312
O1 -0.471 0.381 0.393
B1 -1.540 -0.516 0.296
O2 -2.881 -0.203 0.637
O3 -1.344 -1.804 -0.243
H1 1.309 2.200 -0.146
H2 1.986 1.219 1.104
H3 2.688 1.139 -0.507
H4 0.506 0.114 -1.376
H5 1.133 -0.855 -0.019
H6 -3.453 -0.998 0.656
H7 -0.437 -2.036 -0.532

=====

(13)
Entry from OMol25: a molecular structure, C2H7Br2N3PdS (ωB97M-V with the def2-TZVPD basis set).

2S+1 = 1
ΔE to the lowest compared entry with this formula, charge and spin = 0.875 eV
Frontier orbital gap = 7.08 eV
Total charge = +2

Geometry (Å):
Pd1 -0.594 -1.284 0.901
N1 -1.419 0.545 1.084
N2 -2.251 0.968 0.020
C1 -2.374 0.165 -1.043
N3 -3.114 0.539 -2.062
S1 -1.544 -1.342 -1.066
H1 -1.977 0.500 1.940
H2 -0.680 1.242 1.205
H3 -2.718 1.862 0.114
H4 -3.564 1.443 -2.093
H5 -3.246 -0.065 -2.862
Br1 1.808 -1.917 1.956
C2 1.096 -3.672 2.353
Br2 -0.786 -3.740 1.884
H6 1.183 -3.856 3.417
H7 1.623 -4.391 1.738

=====

(14)
Entry from OMol25: 2 unconnected molecules or ions with the total composition C2H7BrSi (ωB97M-V with the def2-TZVPD basis set).

2S+1 = 3
ΔE to the lowest compared entry with this formula, charge and spin = 0.214 eV
Frontier orbital gap (spin up / spin down) = 7.92 / 9.05 eV
⟨S²⟩ = 2.009
Total charge = 0

Geometry (Å):
C1 -0.507 -0.724 -0.309
C2 1.405 -0.286 1.140
Si1 -0.917 0.867 -1.112
Br1 0.611 -0.193 2.827
H1 -1.273 -1.018 0.459
H2 0.111 -1.592 -0.696
H3 2.230 -1.132 1.037
H4 1.570 0.742 0.795
H5 0.471 1.402 -1.152
H6 -2.180 1.479 -0.564
H7 -1.522 0.454 -2.424

=====

(15)
Entry from OMol25: a molecular structure, C2H7Cl2N2O2PS (ωB97M-V with the def2-TZVPD basis set).

2S+1 = 1
ΔE to the lowest compared entry with this formula, charge and spin = 0.000 eV
Frontier orbital gap = 10.07 eV
Total charge = 0

Geometry (Å):
C1 -1.558 -2.037 -1.461
C2 0.603 3.046 0.695
N1 -0.119 0.535 0.062
N2 -1.205 -1.897 -0.074
O1 2.017 1.398 -0.845
O2 1.890 0.775 1.476
P1 0.112 -1.034 0.441
S1 1.252 1.375 0.340
Cl1 1.746 -1.945 -0.381
Cl2 0.113 -1.506 2.319
H1 -2.651 -2.274 -1.766
H2 -1.372 -1.091 -1.966
H3 -0.891 -2.717 -1.986
H4 1.056 3.329 1.627
H5 0.895 3.793 0.020
H6 -0.447 2.801 0.864
H7 -1.443 -2.551 0.634

=====

(16)
Entry from OMol25: 2 unconnected molecules or ions with the total composition C2H7Cl2N2P (ωB97M-V with the def2-TZVPD basis set).

2S+1 = 1
ΔE to the lowest compared entry with this formula, charge and spin = 1.692 eV
Frontier orbital gap = 7.86 eV
Total charge = 0

Geometry (Å):
C1 0.331 1.196 -0.678
C2 -0.132 -1.132 -0.681
N1 -0.821 -1.573 2.131
N2 -0.275 0.081 0.122
P1 -0.224 -0.200 1.788
Cl1 -0.883 1.557 2.585
Cl2 2.473 0.266 2.771
H1 -0.269 1.713 -1.381
H2 0.653 2.007 -0.066
H3 1.291 0.814 -1.199
H4 -1.136 -1.366 -1.004
H5 0.614 -0.994 -1.472
H6 0.051 -2.076 -0.084
H7 -0.853 -1.856 3.092

=====

(17)
Entry from OMol25: a single C2H7Cl4N3P2 molecule (ωB97M-V with the def2-TZVPD basis set).

2S+1 = 1
Frontier orbital gap = 9.79 eV
Structure (SMILES) = CN=P(Cl)(Cl)N(C)P(=N)(Cl)Cl
Total charge = 0

Geometry (Å):
C1 -2.614 -0.931 1.126
N1 -1.452 -0.261 0.624
P1 -0.195 0.395 1.264
Cl1 -0.229 2.254 2.217
Cl2 0.951 -0.623 2.553
N2 0.917 0.621 -0.090
C2 0.499 1.613 -1.135
P2 1.649 -0.717 -0.774
N3 1.671 -0.502 -2.288
Cl3 3.540 -0.905 0.144
Cl4 0.886 -2.381 -0.113
H1 -3.078 -1.208 0.200
H2 -2.382 -1.800 1.703
H3 -3.313 -0.258 1.598
H4 -0.361 1.256 -1.834
H5 1.337 2.044 -1.654
H6 0.191 2.461 -0.524
H7 1.984 -1.055 -3.019

=====

(18)
Entry from OMol25: 2 unconnected molecules or ions with the total composition C2H7ClN3 (ωB97M-V with the def2-TZVPD basis set).

2S+1 = 1
ΔE to the lowest compared entry with this formula, charge and spin = 4.154 eV
Frontier orbital gap = 8.95 eV
Total charge = +1

Geometry (Å):
C1 0.739 -0.363 0.062
C2 0.251 0.117 -1.370
N1 0.893 0.949 0.397
N2 0.280 1.446 -0.744
N3 -1.510 -0.908 1.237
Cl1 1.746 -0.358 -2.290
H1 1.226 -1.172 0.518
H2 -0.534 -0.151 -2.015
H3 1.241 1.407 1.292
H4 0.501 2.310 -1.256
H5 -0.846 -1.337 1.900
H6 -1.790 -1.662 0.582
H7 -2.198 -0.279 1.687

=====

(19)
Entry from OMol25: 2 unconnected molecules or ions with the total composition C2H7ClN3 (ωB97M-V with the def2-TZVPD basis set).

2S+1 = 3
ΔE to the lowest compared entry with this formula, charge and spin = 2.750 eV
Frontier orbital gap (spin up / spin down) = 8.90 / 5.61 eV
⟨S²⟩ = 2.008
Total charge = +1

Geometry (Å):
C1 -0.346 -0.919 0.038
C2 -1.586 -1.730 -0.208
N1 0.019 -1.756 0.976
N2 -1.109 -2.592 0.950
N3 0.296 2.044 -0.305
Cl1 -3.174 -0.978 -0.073
H1 0.049 0.099 -0.089
H2 -1.314 -2.299 -1.189
H3 0.758 -1.665 1.672
H4 -1.182 -3.583 0.913
H5 -0.218 1.945 -1.107
H6 0.864 2.795 -0.560
H7 -0.146 2.327 0.506

=====

(20)
Entry from OMol25: 2 unconnected molecules or ions with the total composition C2H7ClNOPS (ωB97M-V with the def2-TZVPD basis set).

2S+1 = 1
ΔE to the lowest compared entry with this formula, charge and spin = 1.944 eV
Frontier orbital gap = 9.23 eV
Structure (SMILES) = NP(S)Cl.CC=O
Total charge = 0

Geometry (Å):
N1 1.772 -1.521 1.014
P1 2.378 -0.398 -0.175
S1 1.227 -1.138 -1.805
Cl1 4.194 -1.323 -0.388
H1 0.875 -1.158 1.173
H2 2.451 -1.469 1.894
H3 2.219 -0.865 -2.557
C1 -2.819 1.208 0.386
C2 -1.386 1.025 -0.235
O1 -0.648 0.110 0.007
H4 -3.320 1.703 -0.408
H5 -2.996 0.217 0.969
H6 -2.873 1.863 1.179
H7 -1.074 1.746 -1.055